# C20H13N2O9Ta

C20H13N2O9Ta as an isolated structure (wB97M-V/def2-TZVPD, the OMol25 dataset).

ΔE to the lowest compared entry with this formula, charge and spin ... 86.0 kJ/mol
Lowest unoccupied orbital energy ... -1.43 eV
HOMO level ... -8.6 eV
Spin multiplicity ... 1

```
45
C20H13N2O9Ta | the OMol25 dataset | wB97M-V/def2-TZVPD
Ta -1.036 -1.957 -0.893
C 2.724 -2.502 1.734
C 2.388 -1.978 2.968
C 1.138 -1.405 3.135
C 0.263 -1.372 2.063
N 0.605 -1.850 0.861
C 1.802 -2.415 0.705
C -1.084 -0.762 2.131
C -1.590 -0.196 3.288
C -2.845 0.387 3.273
C -3.560 0.395 2.091
C -2.990 -0.175 0.968
N -1.780 -0.746 0.978
H 3.683 -2.966 1.554
H 3.087 -2.013 3.793
H 0.856 -0.994 4.092
H 2.030 -2.805 -0.277
H -1.013 -0.210 4.200
H -3.252 0.829 4.172
H -4.542 0.839 2.024
H -3.499 -0.171 0.017
O -3.549 -0.044 -3.443
C -2.855 -0.837 -2.889
O -2.359 -0.658 -1.648
C -2.409 -2.210 -3.459
O -2.792 -2.639 -4.505
O -1.617 -2.826 -2.601
O -1.506 -3.362 -0.003
O 2.784 -1.482 -2.547
C 1.796 -0.960 -2.095
O 0.704 -1.656 -1.807
C 1.747 0.524 -1.838
C 2.830 1.275 -2.280
C 2.916 2.651 -2.065
C 1.878 3.233 -1.381
O 1.720 4.541 -1.025
C 0.427 4.634 -0.424
O -0.076 3.308 -0.262
C 0.801 2.493 -0.931
C 0.695 1.147 -1.152
H 3.620 0.757 -2.803
H 3.756 3.230 -2.419
H -0.237 5.200 -1.081
H 0.519 5.109 0.552
H -0.176 0.636 -0.772
```


# C20H60O16

A 10-piece molecular cluster, C20H60O16 overall (wB97M-V/def2-TZVPD, the OMol25 dataset).

ΔE to the lowest compared entry with this formula, charge and spin ... 0.0 kJ/mol
Lowest unoccupied orbital energy ... 0.22 eV
HOMO level ... -9.9 eV
Spin multiplicity ... 1
SMILES string ... OCCO.OCCO.OCCO.OCCO.OCCO.OCCO.CCO.CCO.CCO.CCO

```
96
C20H60O16 | the OMol25 dataset | wB97M-V/def2-TZVPD
C 2.215 -2.183 -1.620
C 1.743 -2.623 -3.001
O 0.517 -1.995 -3.361
H 3.091 -2.732 -1.265
H 1.475 -2.376 -0.831
H 2.333 -1.106 -1.583
H 1.687 -3.719 -3.018
H 2.455 -2.315 -3.809
H 0.747 -1.050 -3.450
C 4.016 2.405 0.590
C 3.249 2.304 -0.717
O 2.498 1.046 -0.899
H 4.182 3.488 0.747
H 4.994 1.912 0.505
H 3.527 1.993 1.488
H 3.859 2.271 -1.617
H 2.518 3.076 -0.815
H 1.899 0.971 -0.119
C -1.433 2.666 4.959
C -0.682 1.668 4.069
O 0.665 2.106 3.823
H -1.013 2.613 6.000
H -2.500 2.349 5.077
H -1.409 3.699 4.564
H -1.190 1.503 3.132
H -0.685 0.678 4.561
H 1.235 1.797 4.537
C -3.742 2.953 -1.431
C -3.960 1.869 -2.494
O -3.329 0.658 -2.053
H -2.674 3.197 -1.266
H -4.169 2.660 -0.467
H -4.145 3.865 -1.830
H -3.548 2.189 -3.415
H -5.043 1.752 -2.670
H -3.920 -0.095 -1.861
C 3.432 -1.227 2.873
C 2.335 -1.260 3.883
O 2.055 -2.520 4.387
O 4.646 -1.861 3.317
H 3.622 -0.159 2.733
H 3.067 -1.532 1.890
H 1.391 -0.863 3.430
H 2.492 -0.677 4.805
H 1.486 -2.994 3.765
H 4.363 -2.686 3.725
C -0.428 4.425 0.775
C 0.781 5.124 1.331
O 1.025 4.933 2.693
O -0.235 3.035 0.915
H -0.571 4.680 -0.267
H -1.300 4.775 1.342
H 0.610 6.182 1.152
H 1.647 4.781 0.728
H 1.034 4.001 2.981
H -0.916 2.472 0.460
C -0.065 1.464 -2.821
C -0.412 2.702 -3.668
O 0.557 3.793 -3.451
O 1.171 0.970 -3.385
H -0.921 0.721 -2.888
H 0.086 1.727 -1.770
H -1.329 3.118 -3.311
H -0.578 2.369 -4.710
H 1.441 3.431 -3.555
H 1.804 1.107 -2.648
C -0.038 -0.653 1.390
C -1.018 -0.637 0.237
O -1.728 0.650 0.197
O 0.977 0.366 1.339
H 0.557 -1.574 1.457
H -0.703 -0.638 2.277
H -1.702 -1.458 0.392
H -0.535 -0.774 -0.724
H -2.309 0.555 -0.567
H 0.594 1.164 1.733
C -1.774 -4.019 -4.148
C -2.308 -3.785 -2.712
O -1.413 -3.150 -1.825
O -1.673 -2.921 -5.052
H -2.532 -4.671 -4.595
H -0.895 -4.688 -4.192
H -2.572 -4.743 -2.290
H -3.221 -3.221 -2.890
H -0.783 -2.643 -2.379
H -0.893 -2.342 -4.849
C -1.715 -4.145 1.344
C -1.435 -5.550 1.794
O -1.240 -6.328 0.664
O -0.593 -3.679 0.649
H -1.931 -3.452 2.144
H -2.597 -4.131 0.686
H -2.362 -5.883 2.277
H -0.620 -5.616 2.551
H -0.494 -5.946 0.210
H -0.794 -3.614 -0.287
```